Arrangement w

The following is a DFT calculation (wB97M-V/def2-TZVPD) of a cluster of 3 separate species, C3H10NO4 in total.

Summary:
HOMO level ... -3.8 eV
Charge ... -1

Each line ends with the Löwdin charge.
Element x y z (Å)
O1 -2.35991 1.09828 -1.51550  0.0003
C1 -1.30384 0.66624 -1.07896  -0.6033
N1 -1.01562 0.50041 0.25412  0.0341
C2 -0.82081 -1.07488 0.63385  -0.4363
O2 -0.72379 -1.84720 -0.42103  -0.2722
C3 -0.17116 0.43301 -2.04295  -0.0482
H1 -1.65419 0.96083 0.88177  0.0804
H2 -1.68169 -1.22047 1.32704  0.0835
H3 0.11943 -1.03398 1.21788  0.0768
H4 -0.11941 1.30532 -2.70120  0.0682
H5 0.81810 0.24155 -1.61434  0.0697
H6 -0.38089 -0.45348 -2.64416  0.0724
H7 3.80421 4.57353 2.26624  0.0310
H8 2.62088 3.61762 2.01641  0.0396
O3 2.99467 4.22523 2.66766  -0.0717
H9 -0.66290 -4.26017 0.61165  0.0092
H10 0.31853 -3.39742 -0.08372  0.0017
O4 0.21840 -4.33442 0.22523  -0.1351

=====

Arrangement x

The following is a DFT calculation (wB97M-V/def2-TZVPD) of a cluster of 4 separate species, C3H10NO4 in total.

Summary:
HOMO level ... -4.0 eV
Charge ... -1

Each line ends with the Löwdin charge.
Element x y z (Å)
O1 0.20004 -2.07246 3.86382  -0.0550
C1 0.18337 -1.07457 3.14438  -0.4498
C2 -0.09544 0.26393 3.49705  0.0671
N1 0.37035 0.72556 -1.71565  0.1288
C3 -0.49275 -0.22514 -1.07542  -0.4888
O2 -1.08693 -1.08843 -1.83567  -0.1176
H1 0.49079 -1.18847 2.09199  0.0809
H2 -0.34599 0.45711 4.53468  0.0400
H3 -0.05690 1.01113 2.72378  0.0143
H4 -0.20394 1.18480 -2.41731  0.0936
H5 0.12297 -0.76954 -0.29327  0.1558
H6 -1.18508 0.37860 -0.43776  0.1683
H7 0.37105 3.14053 0.59402  -0.0873
H8 0.64120 1.52231 -1.05287  -0.0272
O3 0.82480 2.58072 -0.04227  -0.3760
H9 -0.26816 -1.62777 -3.11261  -0.0301
H10 0.22989 -1.29124 -4.58899  0.0021
O4 0.30072 -1.92708 -3.87791  -0.1191

=====

Computed stability ranking, most favorable first: arrangement w, arrangement x

=====

Arrangement w

The following is a DFT calculation (wB97M-V/def2-TZVPD) of an isolated molecule of C4H4N2.

Summary:
HOMO level ... -10.3 eV
Charge ... 0

Each line ends with the Löwdin charge.
Element x y z (Å)
C1 -0.45024 -0.86115 0.28682  -0.1407
C2 -0.66267 0.42070 0.96785  -0.1399
N1 -0.29186 1.61475 0.67307  0.0477
N2 0.43275 1.76299 -0.44780  -0.1495
C3 1.07087 2.07090 -1.38945  0.0304
C4 0.50228 -1.15632 -0.60322  0.0468
H1 -1.14828 -1.63884 0.59032  0.0932
H2 -1.26152 0.38826 1.87733  0.1101
H3 1.25230 -0.44622 -0.92814  0.0354
H4 0.55637 -2.15507 -1.02677  0.0664

=====

Arrangement x

The following is a DFT calculation (wB97M-V/def2-TZVPD) of an isolated molecule of C4H4N2.

Summary:
HOMO level ... -9.4 eV
SMILES string ... c1ccnnc1
Charge ... 0

Each line ends with the Löwdin charge.
Element x y z (Å)
C1 0.60038 0.78954 -0.20097  -0.0628
C2 -0.70679 0.82084 0.15021  -0.0625
C3 -1.26177 -0.44451 0.08134  -0.1578
N1 -0.61544 -1.60215 0.08623  0.0106
N2 0.70814 -1.58736 0.04197  -0.0071
C4 1.33034 -0.43909 -0.10841  -0.1315
H1 1.09568 1.70340 -0.45314  0.0957
H2 -1.24771 1.73036 0.35842  0.1108
H3 -2.32722 -0.51971 0.06112  0.0963
H4 2.42438 -0.45134 -0.01676  0.1083

=====

Arrangement y

The following is a DFT calculation (wB97M-V/def2-TZVPD) of a cluster of 2 separate species, C4H4N2 in total.

Summary:
HOMO level (spin up / spin down) ... -10.7 / -10.7 eV
Charge ... 0

Each line ends with the Löwdin charge.
Element x y z (Å)
C1 -1.28410 -0.82830 0.08554  -0.0370
C2 1.29380 0.60720 0.61382  0.0576
C3 1.92048 -0.14939 -0.36650  -0.2635
N1 2.49459 -0.86734 -1.08788  0.2087
C4 0.63537 1.77796 0.26469  -0.2634
N2 0.06152 2.78339 0.10584  0.2098
H1 -2.14086 -0.22367 0.39047  0.0347
H2 -1.51734 -1.89160 0.16692  0.0328
H3 -1.01088 -0.58965 -0.94598  0.0331
H4 -0.45257 -0.61859 0.77308  -0.0129

=====

Computed stability ranking, most favorable first: arrangement x, arrangement w, arrangement y

=====

Arrangement w

The following is a DFT calculation (wB97M-V/def2-TZVPD) of an isolated molecule of C4H10S2.

Summary:
HOMO level ... -8.1 eV
SMILES string ... CCCSSC
Charge ... 0

Each line ends with the Löwdin charge.
Element x y z (Å)
C1 1.37735 -0.36331 -1.58718  -0.1169
C2 0.38872 -0.73191 -0.44797  -0.3579
C3 -1.02057 -0.16676 -0.78643  -0.5517
S1 -1.23015 1.62756 -0.60680  0.4298
S2 -0.05605 2.05713 0.97155  0.3813
C4 -0.44442 0.62090 2.26776  -0.3820
H1 1.03654 -0.96104 -2.52464  0.1034
H2 2.43694 -0.52414 -1.39612  0.0667
H3 1.13105 0.65147 -1.76284  0.0233
H4 0.87122 -0.50025 0.56099  0.0760
H5 0.19668 -1.82873 -0.32999  0.1098
H6 -1.63942 -0.52517 -0.06011  0.0044
H7 -1.36536 -0.39613 -1.83124  0.0984
H8 0.41613 0.74825 2.95694  0.0272
H9 -0.54142 -0.46163 1.98048  0.0266
H10 -1.55725 0.75377 2.59562  0.0617

=====

Arrangement x

The following is a DFT calculation (wB97M-V/def2-TZVPD) of a cluster of 2 separate species, C4H10S2 in total.

Summary:
HOMO level ... -8.7 eV
SMILES string ... C=CC.CSS
Charge ... 0

Each line ends with the Löwdin charge.
Element x y z (Å)
C1 0.40424 1.51044 -1.28421  -0.0394
C2 1.01530 0.33952 -1.44848  -0.2278
C3 1.80224 -0.28171 -0.30174  -0.1117
H1 -0.22357 2.06805 -1.96435  0.0504
H2 0.69945 2.07937 -0.40265  0.0582
H3 0.90637 -0.23093 -2.36544  0.0878
H4 1.23946 -0.32752 0.62837  0.0484
H5 2.62035 0.41911 -0.10886  0.0748
H6 2.19457 -1.26841 -0.52855  0.0652
C4 -1.52022 0.24181 1.67820  -0.4929
S1 -2.45276 -0.74064 0.47749  0.3665
S2 -1.41972 -2.55890 0.55312  0.2992
H7 -1.01185 1.10155 1.24915  0.0105
H8 -2.34294 0.55598 2.32240  0.0143
H9 -0.83699 -0.38932 2.23199  0.0137
H10 -1.07393 -2.51841 -0.73644  -0.2173

=====

Arrangement y

The following is a DFT calculation (wB97M-V/def2-TZVPD) of a structure of composition C4H10S2.

Summary:
HOMO level ... -6.4 eV
Charge ... 0

Each line ends with the Löwdin charge.
Element x y z (Å)
C1 0.51411 2.63163 0.09403  0.0063
C2 1.27261 1.47563 0.74380  -0.0065
S1 -1.60242 0.46026 -1.53506  -0.0163
S2 -2.31800 -0.92592 -0.30047  0.2814
C3 -1.08583 -2.21736 -0.31731  -0.6847
C4 0.24287 -1.67760 -0.00014  -0.2519
H1 0.24094 1.44450 -0.02148  0.0139
H2 0.05486 3.30351 0.75360  0.0649
H3 0.67803 3.27073 -0.75318  0.0895
H4 0.90665 1.13108 1.69722  0.0848
H5 2.16162 1.22441 0.13654  0.1039
H6 -1.14657 -2.80894 -1.26280  0.0810
H7 -1.50734 -2.89002 0.53884  0.0936
H8 0.07762 -0.87159 0.73116  0.0292
H9 0.96863 -2.37765 0.40715  0.0758
H10 0.54222 -1.17267 -0.91190  0.0350

=====

Arrangement z

The following is a DFT calculation (wB97M-V/def2-TZVPD) of a cluster of 2 separate species, C4H10S2 in total.

Summary:
HOMO level ... -8.9 eV
SMILES string ... C=CC.CSS
Charge ... 0

Each line ends with the Löwdin charge.
Element x y z (Å)
C1 3.00659 -0.09869 0.93057  -0.0276
C2 2.28734 0.01758 -0.18592  -0.2594
C3 1.72023 1.34652 -0.60897  -0.1370
H1 3.74820 -0.89881 0.89541  0.0560
H2 3.19400 0.76866 1.55507  0.0554
H3 1.82439 -0.82987 -0.67098  0.0637
H4 1.51467 1.98988 0.25656  0.0805
H5 2.37212 1.88811 -1.30392  0.0758
H6 0.83605 1.33617 -1.23460  0.0171
C4 -0.57502 -1.08024 1.41188  -0.5127
S1 -1.05532 -1.06410 -0.31042  0.3992
S2 -1.89276 0.90384 -0.51802  0.3329
H7 -0.13374 -0.14518 1.75473  0.0251
H8 0.20964 -1.83901 1.55118  0.0392
H9 -1.46304 -1.28664 2.00463  0.0220
H10 -3.11261 0.43094 -0.70902  -0.2302

=====

Computed stability ranking, most favorable first: arrangement x, arrangement w, arrangement z, arrangement y

=====

Arrangement w

The following is a DFT calculation (wB97M-V/def2-TZVPD) of a structure of composition C3H2N2.

Summary:
HOMO level (spin up / spin down) ... -8.7 / -8.2 eV
Charge ... 0

Each line ends with the Löwdin charge.
Element x y z (Å)
C1 -0.22136 -1.30581 -0.02885  -0.0725
C2 0.97073 -0.77801 -0.05254  -0.0226
C3 -0.89210 -0.13511 0.00069  -0.0245
N1 1.68493 0.38141 0.07065  -0.1058
N2 0.86035 1.24240 -0.03919  0.1034
H1 -1.38960 0.18191 -0.81519  0.0549
H2 -1.01294 0.41321 0.86444  0.0670

=====

Arrangement x

The following is a DFT calculation (wB97M-V/def2-TZVPD) of a cluster of 2 separate species, C3H2N2 in total.

Summary:
HOMO level (spin up / spin down) ... -10.7 / -10.7 eV
Charge ... 0

Each line ends with the Löwdin charge.
Element x y z (Å)
C1 -1.61928 -0.86298 0.20006  -0.0224
C2 -0.57613 -0.33047 0.37074  0.0321
C3 3.13577 -0.07382 0.03584  -0.4333
N1 4.05399 -0.79710 -0.16921  0.1895
N2 2.14242 0.60642 0.32983  0.1512
H1 -2.51763 -1.40572 0.48132  0.0378
H2 1.06855 0.13129 0.54797  0.0451

=====

Arrangement y

The following is a DFT calculation (wB97M-V/def2-TZVPD) of a structure of composition C3H2N2.

Summary:
HOMO level ... -9.7 eV
Charge ... 0

Each line ends with the Löwdin charge.
Element x y z (Å)
C1 0.04806 -1.30595 -0.03663  -0.2405
C2 -1.16383 -0.98975 -0.00094  0.0273
C3 1.00825 -0.34391 0.04120  0.0380
N1 -1.72062 0.90963 0.02182  -0.0385
N2 -0.77597 1.49813 -0.06178  0.0580
H1 1.27457 0.18629 0.94884  0.0810
H2 1.32953 0.04555 -0.91251  0.0746

=====

Computed stability ranking, most favorable first: arrangement y, arrangement w, arrangement x